A molecular structure, C3H5EuO4, computed with ωB97M-V with the def2-TZVPD basis set.

The LUMO energy (spin up / spin down) is -0.90 / -4.28 eV. The calculation puts the HOMO-LUMO gap (spin up / spin down) at 6.77 / 3.21 eV. The value obtained for the total energy is -1128.526461 a.u. Its spin multiplicity is 9.

Structure (XYZ):
```
13
Properties=species:S:1:pos:R:3:lowdin_spin:R:1
C -3.9937 -0.9525 0.8330 -0.0001
C -3.6238 0.0926 -0.1866 0.0054
O -2.3779 0.0833 -0.6807 0.0199
Eu -0.2837 1.4204 -1.2059 7.0545
H -5.0514 -0.8407 1.1024 -0.0001
H -3.8308 -1.9618 0.4315 0.0000
H -3.3860 -0.8274 1.7396 0.0001
H -3.8474 1.1575 0.1364 0.0032
H -4.2917 0.0800 -1.0949 0.0022
O 0.3934 3.1390 0.0939 0.1324
C 1.4813 3.3778 -0.6162 0.0102
O 1.5773 2.6036 -1.6775 0.1507
O 2.3297 4.2213 -0.3012 0.6216
```


A single C2H5BrN2O molecule, computed with ωB97M-V with the def2-TZVPD basis set.

The LUMO energy is 0.62 eV. The calculation puts the HOMO-LUMO gap at 9.82 eV. The value obtained for the total energy is -2837.895289 a.u.

Structure (XYZ):
```
11
Properties=species:S:1:pos:R:3:nbo_charge:R:1
C 0.7742 -0.2962 1.2446 -0.4242
N -0.5224 0.0768 0.9024 -0.5345
Br -1.9573 -0.9473 1.4159 0.2313
C -0.6738 0.1541 -0.6628 0.7763
N 0.3095 0.4853 -1.7110 -0.8799
O -1.7560 -0.1136 -1.0727 -0.5950
H 1.1632 -0.8864 0.4999 0.1874
H 1.2287 0.6209 1.3106 0.2055
H 0.7584 -0.9189 2.2177 0.2191
H -0.3360 0.5434 -2.5294 0.4139
H 1.0116 1.2818 -1.6152 0.4001
```


A single C2H4IPS molecule, computed with ωB97M-V with the def2-TZVPD basis set.

The LUMO energy is 0.38 eV. The calculation puts the HOMO-LUMO gap at 9.30 eV. The value obtained for the total energy is -1115.791507 a.u.

Structure (XYZ):
```
9
Properties=species:S:1:pos:R:3:nbo_charge:R:1
S 1.4135 1.9246 -0.4280 -0.3296
P 0.1561 0.8196 0.8862 0.5917
C -0.0048 -0.9696 0.2530 -0.7018
C -0.9985 0.0028 -0.4013 -0.5963
I -2.9883 -0.4754 0.0605 0.1457
H 2.5662 1.5834 0.3343 0.1626
H -0.2455 -1.7250 1.0570 0.2577
H 0.8591 -1.4417 -0.4232 0.2486
H -0.7579 0.2814 -1.3384 0.2215
```


2 unconnected molecules or ions with the total composition C5H9Cl2N4O4P, computed with ωB97M-V with the def2-TZVPD basis set.

The LUMO energy is 3.78 eV. The calculation puts the HOMO-LUMO gap at 2.08 eV. The net charge is -2. The value obtained for the total energy is -1977.566277 a.u.

Structure (XYZ):
```
25
Properties=species:S:1:pos:R:3:nbo_charge:R:1
C -2.2835 -0.7036 -1.4393 -0.6362
C -1.2256 -1.4078 -2.2681 -0.1943
Cl -1.8054 -1.3916 -3.9971 -0.1196
C 0.1418 -0.7498 -2.1459 -0.0080
Cl 1.2880 -1.5472 -3.3908 -0.1688
N 0.7148 -0.9692 -0.8612 -0.2319
C 1.6925 -1.7969 -0.3900 0.1762
N 1.8896 -1.6460 0.9123 -0.4845
C 1.0330 -0.6820 1.2969 0.5604
N 0.7771 -0.0983 2.4481 -0.7778
N 0.3213 -0.2291 0.2292 -0.3922
H -3.2279 -1.2248 -1.5911 0.2194
H -2.0723 -0.7846 -0.3753 0.2283
H -2.4293 0.3326 -1.7347 0.2353
H -1.1280 -2.4323 -1.9199 0.2145
H 0.1168 0.3186 -2.3679 0.2380
H 2.2100 -2.4712 -1.0407 0.2136
H -0.1747 0.1531 2.6589 0.4374
H 1.4917 0.3293 3.0261 0.4737
H -0.3760 0.5152 0.2728 0.4902
O -0.2614 2.8291 1.3254 -1.2337
P 0.6090 3.3576 2.5500 2.4742
O 0.5438 4.8736 2.6840 -1.2645
O 2.0639 2.8191 2.2962 -1.1980
O 0.0905 2.6060 3.8221 -1.2517
```